[1]
The following is a DFT calculation (ωB97M-V/def2-TZVPD) of CH2N2P2 as an isolated structure at a distorted geometry.

XYZ file:
```
7
Properties=species:S:1:pos:R:3:forces:R:3
C 1.88126 0.38500 -0.00501 -2.0 -2.5 -0.5
N 2.47622 1.35196 0.03545 1.3 1.4 0.3
N -0.68872 0.27657 -0.28857 -1.1 -1.6 0.5
P -2.16424 -0.33139 -0.10254 1.4 0.3 0.0
P 0.56636 -0.84974 -0.51060 1.6 0.2 0.7
H -2.66219 0.92131 0.17444 -1.1 0.8 0.0
H 0.59131 -1.75371 0.69684 -0.1 1.3 -1.0
```
Forces are in eV/Å.

**E_HOMO**: -9.592 eV
**E**: -831.446289 Ha
**Frontier orbital gap**: 8.1 eV
**Energy relative to the best compared isomer or geometry (same formula, charge and spin)**: 207.6 kJ/mol
**Spin multiplicity**: 1
**LUMO**: -1.54 eV



[2]
The following is a DFT calculation (ωB97M-V/def2-TZVPD) of a 2-piece molecular cluster, CH4Cl2SSi overall at a distorted geometry.

XYZ file:
```
9
Properties=species:S:1:pos:R:3:forces:R:3
C 0.98572 0.83313 -0.47810 -0.8 -2.1 2.0
Si -1.08905 -0.95816 -0.04870 2.3 3.2 -1.0
S -1.15925 -1.20344 2.07111 -0.2 0.2 -0.4
Cl 2.14625 0.14817 -1.58904 0.2 -0.5 -0.4
Cl 0.36718 2.32205 -1.13796 -0.1 0.3 0.5
H 1.56697 0.84391 0.51463 -1.3 0.8 -1.4
H -2.08993 -0.09615 -0.91184 0.7 -1.3 1.0
H -0.13500 -1.89842 -0.64337 -0.7 -0.5 -0.3
H -0.59288 0.00891 2.22326 -0.1 -0.1 0.1
```
Forces are in eV/Å.

**E_HOMO**: -8.145 eV
**E**: -1648.468007 Ha
**Frontier orbital gap**: 7.3 eV
**Energy relative to the best compared isomer or geometry (same formula, charge and spin)**: 361.3 kJ/mol
**Spin multiplicity**: 1
**LUMO**: -0.81 eV



[3]
The following is a DFT calculation (ωB97M-V/def2-TZVPD) of a 2-piece molecular cluster, C4H13N3O overall at a distorted geometry.

XYZ file:
```
21
Properties=species:S:1:pos:R:3:forces:R:3
C 0.56970 -0.97476 -0.53982 0.0 1.1 -0.2
C 0.71799 1.51037 -0.95814 -0.2 -0.4 -0.2
C -0.44411 0.55038 2.51882 -0.4 0.3 -0.3
C 0.33776 -1.45716 -1.98834 -0.2 -0.3 0.2
N 0.03384 0.40485 -0.32174 0.7 -0.2 0.2
N 0.42821 -0.42902 1.95190 0.3 -0.7 0.5
N -1.35784 0.44475 -0.50655 -0.5 -0.2 -0.4
O -0.02534 -1.78763 0.35047 -0.3 0.3 -0.3
H 0.05727 -1.33901 2.22652 0.3 0.1 0.3
H 1.65451 -0.86430 -0.37670 -0.1 0.0 0.1
H -1.74188 1.25981 -0.03455 0.1 -0.1 0.1
H -1.71281 -0.40248 -0.05765 0.0 0.3 0.0
H 0.54533 1.53518 -2.04152 0.0 0.1 0.0
H 0.37240 2.45784 -0.53696 0.0 -0.1 0.0
H 1.78581 1.41331 -0.76539 0.0 0.0 0.0
H -0.10581 1.56842 2.30506 0.0 -0.1 -0.1
H -1.48551 0.43955 2.17175 0.1 0.1 0.1
H -0.47765 0.42945 3.61271 0.1 -0.2 -0.1
H 0.74074 -2.46467 -2.08741 0.0 0.1 0.0
H -0.72743 -1.49378 -2.21419 0.0 0.1 0.0
H 0.83481 -0.80110 -2.70828 0.0 0.0 0.2
```
Forces are in eV/Å.

**E_HOMO (alpha / beta)**: -7.556 / -7.870 eV
**E**: -399.510731 Ha
**Frontier orbital gap (alpha / beta)**: 6.5 / 7.8 eV
**Energy relative to the best compared isomer or geometry (same formula, charge and spin)**: 621.1 kJ/mol
**Spin multiplicity**: 1
**LUMO (alpha / beta)**: -1.06 / -0.11 eV



[4]
The following is a DFT calculation (ωB97M-V/def2-TZVPD) of C30H43F5FeP2S as an isolated structure at a distorted geometry.

XYZ file:
```
82
Properties=species:S:1:pos:R:3:forces:R:3
Fe -0.59491 -0.33141 -5.06959 -1.6 -3.7 5.2
C -0.60480 -2.28615 0.22327 0.1 -0.2 -0.3
C 0.78049 -2.34971 -0.11155 -0.2 0.0 -0.1
C 0.49565 -0.71027 1.48060 -0.1 0.0 0.0
C -0.78275 -1.25606 1.17578 0.0 0.0 0.2
C 1.45488 -1.37785 0.67666 0.2 0.0 -0.1
C -1.67950 -3.14540 -0.32400 -0.2 -0.3 -0.2
H -1.32693 -3.73006 -1.18609 -0.2 0.3 0.3
H -2.54540 -2.53873 -0.63168 0.3 -0.2 0.1
H -2.03750 -3.86194 0.43458 0.1 0.2 -0.1
C -2.05741 -0.85476 1.79990 -0.4 0.2 0.1
H -2.91030 -1.08460 1.15254 0.1 0.0 0.1
H -2.07943 0.21664 2.02729 0.0 -0.2 -0.1
H -2.21805 -1.37648 2.75424 0.1 0.0 -0.1
C 0.75878 0.33280 2.49000 0.1 0.4 0.1
H 0.85683 -0.09686 3.49930 0.0 0.0 -0.2
H -0.06333 1.05435 2.53495 0.1 -0.1 0.0
H 1.68186 0.87749 2.27493 -0.1 -0.1 0.1
C 2.90742 -1.10635 0.65326 0.5 0.1 -0.1
H 3.44283 -1.67671 1.43057 -0.2 0.1 -0.2
H 3.11040 -0.04353 0.84302 0.0 -0.3 0.0
H 3.34815 -1.38390 -0.31630 -0.1 0.1 0.4
C 1.40787 -3.25777 -1.10674 0.0 -0.1 -0.2
H 1.84470 -4.13711 -0.60959 -0.1 0.2 0.0
H 2.22261 -2.76163 -1.65096 -0.2 -0.1 0.2
H 0.67620 -3.62099 -1.83902 0.2 0.1 0.2
C -1.79472 0.77833 -5.95810 -1.6 0.8 -1.7
C -2.07605 -0.62538 -6.15108 -2.1 1.6 -0.2
C -1.25432 -1.48962 -7.02633 -0.2 -0.7 -1.4
C 0.30116 -1.19609 -7.05673 1.2 -0.7 -1.7
C 1.01633 -0.62887 -5.86342 2.2 1.1 0.5
C 0.85296 0.74555 -5.41307 1.8 0.8 -1.8
C 0.43998 1.86091 -6.35783 0.2 0.5 -0.2
C -0.98482 1.63884 -6.91024 -0.1 0.5 -0.3
H -1.58153 -1.39264 -8.07741 0.2 0.1 0.3
H 0.49617 -0.58663 -7.95605 -0.1 -0.1 0.4
H -1.43032 -2.55712 -6.80910 0.1 0.5 0.3
H -0.96657 1.19504 -7.91946 0.0 0.2 0.3
H -2.47447 1.36388 -5.32426 -0.1 -0.5 -0.2
H -3.02647 -1.04152 -5.81441 0.4 0.1 0.3
H -1.48153 2.61838 -7.00164 0.1 -0.3 -0.2
H 0.47669 2.80594 -5.79550 0.0 -0.2 -0.2
H 1.32685 1.04928 -4.47438 0.4 -0.2 -0.5
H 1.14016 1.96630 -7.19875 0.0 0.1 0.2
H 0.76828 -2.17996 -7.25265 -0.2 0.5 0.0
H 1.79487 -1.25264 -5.40999 -0.5 0.1 0.0
P -1.88499 1.69912 -0.72117 1.2 -0.6 -1.2
P 1.45871 1.69113 -0.98330 0.7 0.1 0.0
C -0.96837 2.56003 -2.16158 -0.6 0.3 -0.1
C 0.54619 2.81026 -2.11458 -0.3 0.4 -0.3
H -1.52982 3.50094 -2.31408 0.3 -0.4 -0.2
H -1.14678 1.90702 -3.03397 -0.1 0.2 0.4
H 0.96184 2.67142 -3.13258 -0.3 0.2 0.5
H 0.75968 3.84904 -1.82854 0.0 -0.3 -0.1
C 2.35124 2.96792 0.02514 0.0 -0.3 0.2
H 2.60900 2.50655 0.99096 0.1 0.4 -0.2
H 1.69311 3.83180 0.19829 0.3 -0.3 0.1
H 3.26918 3.28974 -0.49229 -0.3 0.0 0.3
C 2.85380 1.24711 -2.10975 -0.1 -0.2 0.0
H 3.18251 2.13086 -2.67894 0.0 -0.3 0.2
H 2.49855 0.46878 -2.80197 0.3 0.2 0.1
H 3.69071 0.84574 -1.52339 -0.1 0.1 -0.2
C -3.21719 1.03530 -1.83092 -0.5 -0.3 0.3
H -3.51001 0.03661 -1.46996 -0.1 0.4 -0.1
H -2.87386 0.92637 -2.87300 -0.1 0.2 0.6
H -4.08788 1.70074 -1.80965 0.0 -0.2 -0.1
C -0.91690 -1.33118 -3.40055 0.2 -0.1 0.3
H -0.05032 -1.08135 -2.76883 -0.2 -0.3 0.2
H -0.98900 -2.40891 -3.61063 -0.1 0.2 0.4
H -1.83708 -0.90148 -2.99690 0.1 -0.5 0.3
F 0.17278 6.37796 3.91332 -0.1 -1.0 -0.6
C -0.33386 5.44758 3.07097 0.3 1.1 0.6
C -0.22980 5.66460 1.69667 -0.1 0.2 -0.4
F 0.49846 6.66992 1.16827 -0.5 -0.7 0.7
C -0.98840 4.86339 0.85119 0.1 0.2 -0.3
F -0.90620 5.07438 -0.49502 -0.2 0.0 1.4
C -1.82229 3.86642 1.36041 0.3 -0.5 -0.2
S -3.03433 3.16080 0.27088 -0.1 0.2 0.1
C -1.71084 3.51811 2.71727 0.2 -0.3 -0.2
F -2.19357 2.31837 3.15987 0.0 1.4 -0.2
C -1.02484 4.35496 3.59495 -0.3 -0.3 0.3
F -1.08163 4.14335 4.92793 0.3 0.2 -1.1
```
Forces are in eV/Å.

**E_HOMO (alpha / beta)**: -9.576 / -10.188 eV
**E**: -4012.340386 Ha
**Net charge**: +1
**Expectation value of S²**: 8.865
**Frontier orbital gap (alpha / beta)**: 7.3 / 4.9 eV
**Energy relative to the best compared isomer or geometry (same formula, charge and spin)**: 0.0 kJ/mol
**Spin multiplicity**: 6
**LUMO (alpha / beta)**: -2.31 / -5.25 eV